Version a
23
Properties=species:S:1:pos:R:3:nbo_charge:R:1 method="wB97M-V/def2-TZVPD" total_charge=+1 homo_lumo_gap_ev=10.83 homo_ev=-14.33
C 0.362 0.278 -2.598 -0.650
C 0.450 -0.483 -1.285 -0.412
C -0.148 0.475 -0.153 -0.221
C 0.762 1.640 -0.082 -0.666
C -0.433 -0.160 1.347 -0.052
C -1.845 -0.769 1.373 -0.635
N 0.681 -1.199 1.696 -0.669
H -0.745 0.486 -2.744 0.238
H 1.137 -0.127 -3.363 0.259
H 0.858 1.277 -2.650 0.227
H -0.064 -1.450 -1.245 0.207
H 1.365 -0.962 -0.881 0.173
H -1.099 0.849 -0.633 0.239
H 0.244 2.379 0.473 0.219
H 0.964 2.131 -1.058 0.246
H 1.836 1.647 0.245 0.225
H -0.442 0.718 2.077 0.248
H -2.598 0.110 1.030 0.264
H -2.295 -0.943 2.438 0.242
H -1.927 -1.601 0.853 0.207
H 0.322 -2.062 1.592 0.422
H 1.179 -1.130 2.564 0.446
H 1.438 -1.104 1.003 0.442

---

Version b
23
Properties=species:S:1:pos:R:3:nbo_charge:R:1 method="wB97M-V/def2-TZVPD" total_charge=+1 homo_lumo_gap_ev=6.89 homo_ev=-13.93
C 0.944 2.685 -0.259 -0.623
C 0.694 1.430 0.551 -0.387
C 0.341 0.193 -0.328 -0.376
C 1.587 -0.204 -1.173 -0.560
C -0.061 -0.915 0.529 0.423
C -0.377 -2.251 0.051 -0.759
N -3.015 -1.091 0.836 -1.041
H 0.333 2.725 -1.157 0.215
H 1.959 2.710 -0.667 0.216
H 0.920 3.588 0.329 0.246
H 1.559 1.165 1.161 0.214
H -0.498 0.483 -0.960 0.262
H 1.730 0.644 -1.840 0.264
H 1.507 -1.126 -1.743 0.234
H 2.453 -0.221 -0.505 0.230
H -2.101 -0.815 0.534 0.320
H 0.546 -0.964 1.443 0.216
H -0.940 -2.340 -0.871 0.267
H -0.957 -2.801 0.805 0.307
H 0.596 -2.754 -0.014 0.331
H -0.223 1.615 1.113 0.216
H -3.787 -0.668 0.341 0.395
H -3.208 -1.089 1.825 0.390

---

Of them, version b has the lowest stability.

---

Version a
22
Properties=species:S:1:pos:R:3:nbo_charge:R:1 method="wB97M-V/def2-TZVPD" total_charge=+1 homo_lumo_gap_ev=10.58 homo_ev=-14.55
C -1.033 -2.076 0.812 -0.610
C -0.750 -0.582 0.697 -0.199
C -0.812 0.197 2.032 -0.621
C 0.618 -0.304 0.023 -0.435
C 0.732 0.977 -0.753 -0.152
N -0.249 1.016 -1.906 -0.677
C 2.160 1.208 -1.273 0.403
O 2.882 1.936 -0.666 -0.420
H -0.504 -2.604 0.024 0.208
H -2.093 -2.318 0.718 0.234
H -0.693 -2.471 1.767 0.230
H -1.499 -0.117 0.044 0.153
H -0.022 0.938 2.111 0.210
H -0.776 -0.482 2.888 0.235
H -1.794 0.648 2.179 0.228
H 0.904 -1.163 -0.602 0.223
H 1.444 -0.325 0.746 0.262
H 0.530 1.852 -0.135 0.250
H -1.118 0.535 -1.649 0.448
H 0.109 0.531 -2.739 0.443
H -0.533 1.966 -2.157 0.452
H 2.498 0.638 -2.161 0.134

---

Version b
22
Properties=species:S:1:pos:R:3:nbo_charge:R:1 method="wB97M-V/def2-TZVPD" total_charge=+1 homo_lumo_gap_ev=9.18 homo_ev=-14.04
C 2.157 -0.578 -2.294 -0.614
C 1.089 -1.575 -1.807 -0.383
C 0.768 -1.478 -0.303 -0.471
C -0.318 -0.534 0.000 -0.030
C -1.252 -0.522 0.939 -0.122
N -2.044 0.633 1.148 -0.367
C -2.662 0.848 2.232 0.094
H 3.141 -0.940 -1.985 0.217
H 1.973 0.429 -1.921 0.202
H 2.192 -0.651 -3.384 0.228
H 1.427 -2.597 -1.985 0.224
H 0.161 -1.425 -2.368 0.200
H 1.647 -1.181 0.260 0.251
H 0.546 -2.487 0.043 0.233
H -0.287 0.383 -0.610 0.203
H -1.483 -1.360 1.574 0.229
H -2.152 1.323 0.408 0.447
H -2.588 0.123 3.022 0.223
H -3.307 1.724 2.324 0.233
H 0.703 3.169 2.274 0.488
H -0.054 3.752 1.025 0.482
O 0.343 2.944 1.407 -0.968

---

Of them, version b has the lowest stability.

---

Version a
22
Properties=species:S:1:pos:R:3:nbo_charge:R:1 method="wB97M-V/def2-TZVPD" total_charge=+1 homo_lumo_gap_ev=8.39 homo_ev=-12.44
C 2.336 -0.138 -0.083 0.321
C 2.052 -0.937 -1.120 -0.517
C 3.719 0.119 0.433 -0.668
C -3.404 -0.580 0.235 -0.680
C -1.850 1.196 -0.708 -0.708
C -2.031 -0.042 0.089 0.515
N -1.097 -0.546 0.833 -0.634
O 1.449 0.768 0.478 -0.746
H 1.248 -0.961 -1.856 0.216
H -0.087 -0.217 0.808 0.463
H 3.598 0.395 1.425 0.201
H 4.235 0.982 -0.168 0.246
H 4.234 -0.830 0.317 0.248
H -4.083 0.199 0.294 0.254
H -3.608 -1.056 1.082 0.242
H -3.583 -1.179 -0.555 0.261
H -0.991 1.717 -0.477 0.262
H -1.573 0.887 -1.841 0.291
H -2.792 1.831 -0.740 0.274
H 2.765 -1.650 -1.398 0.221
H 1.936 1.400 1.091 0.511
H -1.183 -1.406 1.350 0.427

---

Version b
22
Properties=species:S:1:pos:R:3:nbo_charge:R:1 method="wB97M-V/def2-TZVPD" total_charge=+1 homo_lumo_gap_ev=9.85 homo_ev=-13.19
C 1.242 1.191 1.542 -0.348
C 0.099 0.564 1.509 -0.025
C -1.090 1.030 2.081 -0.640
C -0.119 -0.465 0.330 0.065
O 0.329 -1.781 0.689 -0.728
C 0.501 -0.321 -1.148 -0.063
C -0.306 0.901 -1.866 -0.620
N 0.450 -1.777 -1.734 -0.728
H 2.004 0.924 0.788 0.195
H 1.433 1.888 2.402 0.230
H -1.804 1.105 1.288 0.224
H -1.593 0.217 2.673 0.220
H -0.911 1.912 2.649 0.245
H -1.226 -0.601 0.160 0.168
H -0.426 -2.146 1.222 0.504
H 1.588 0.003 -1.058 0.233
H -0.216 0.954 -2.923 0.234
H -1.369 0.691 -1.708 0.215
H -0.008 1.860 -1.490 0.259
H -0.203 -1.831 -2.506 0.439
H 1.431 -2.049 -2.065 0.456
H 0.196 -2.270 -0.837 0.469

---

Of them, version b has the lowest stability.

---

Version a
21
Properties=species:S:1:pos:R:3:nbo_charge:R:1 method="wB97M-V/def2-TZVPD" homo_lumo_gap_ev=9.84 homo_ev=-8.91
C 0.384 -0.148 -2.450 -0.444
C -0.159 0.631 -1.529 0.067
C 0.573 1.779 -0.908 -0.649
C -1.550 0.426 -1.013 -0.649
H 1.384 0.014 -2.815 0.190
H -0.150 -0.978 -2.882 0.187
H -0.037 2.685 -0.936 0.207
H 0.781 1.540 0.139 0.233
H 1.515 1.968 -1.417 0.210
H -2.179 1.275 -1.284 0.215
H -1.536 0.361 0.073 0.219
H -1.997 -0.477 -1.424 0.209
C -0.522 0.265 3.318 -0.250
C -0.244 -0.597 2.537 0.003
C 0.153 -1.618 1.582 -0.304
N 1.187 -1.091 0.702 -0.818
H -0.792 1.011 4.004 0.233
H -0.713 -1.883 0.966 0.221
H 0.460 -2.520 2.147 0.195
H 2.031 -0.886 1.221 0.359
H 1.412 -1.755 -0.028 0.366

---

Version b
21
Properties=species:S:1:pos:R:3:nbo_charge:R:1 method="wB97M-V/def2-TZVPD" homo_lumo_gap_ev=5.41 homo_ev=-6.46
C 1.275 -0.723 -1.119 -0.219
C 1.044 0.722 -0.574 -0.360
C 0.634 0.753 0.941 -0.370
C -0.665 0.179 1.133 -0.122
C -1.774 0.449 0.266 -0.242
C -2.878 -0.235 -0.017 -0.371
C 1.906 0.468 1.565 -0.516
N 0.107 -1.459 -1.527 -0.870
H 1.989 -0.803 -1.900 0.194
H 1.610 -1.183 -0.181 0.200
H 1.877 1.296 -0.980 0.225
H 0.214 1.094 -1.190 0.183
H -0.756 -0.502 1.981 0.208
H -1.690 1.430 -0.196 0.196
H -3.121 -1.186 0.435 0.196
H -3.512 0.214 -0.768 0.204
H 0.065 1.708 1.194 0.351
H 1.964 -0.337 2.305 0.171
H 2.425 1.339 1.945 0.195
H -0.418 -2.036 -0.907 0.381
H -0.295 -1.187 -2.405 0.366

---

Version c
21
Properties=species:S:1:pos:R:3:nbo_charge:R:1 method="wB97M-V/def2-TZVPD" homo_lumo_gap_ev=9.38 homo_ev=-8.41
C -1.459 -0.200 -0.764 -0.235
C 1.784 1.289 1.270 -0.613
C 1.140 -1.817 0.138 -0.663
C -2.742 -0.233 0.030 -0.645
C 0.906 0.901 0.100 0.009
C 1.064 -0.502 -0.515 0.094
C 1.459 0.518 -1.248 -0.242
N -0.442 1.237 0.242 -0.580
H -0.714 1.823 -0.541 0.336
H 1.436 0.866 -2.267 0.211
H -1.181 -1.204 -1.080 0.196
H -1.524 0.367 -1.694 0.177
H 1.303 1.006 2.208 0.213
H 2.756 0.802 1.204 0.207
H 1.936 2.369 1.288 0.208
H 1.200 -2.614 -0.607 0.221
H 2.030 -1.863 0.769 0.241
H 0.265 -1.990 0.763 0.231
H -2.588 -0.731 0.988 0.212
H -3.113 0.770 0.228 0.217
H -3.513 -0.793 -0.512 0.206

---

Version d
21
Properties=species:S:1:pos:R:3:nbo_charge:R:1 method="wB97M-V/def2-TZVPD" homo_lumo_gap_ev=6.47 homo_ev=-8.01
C 0.147 1.977 0.829 -0.216
C 0.670 1.135 -0.314 -0.432
C -0.372 0.810 -1.419 -0.387
C 0.224 -2.601 1.397 -0.193
C 0.048 -2.064 0.190 -0.315
C -0.902 -1.453 -0.601 0.123
C -0.460 -0.692 -1.800 -0.538
N -0.989 1.329 1.548 -0.825
H 0.964 2.104 1.543 0.184
H -0.132 2.985 0.500 0.181
H 0.892 0.145 0.100 0.209
H 1.624 1.506 -0.703 0.215
H -1.345 1.200 -1.111 0.220
H -0.117 1.307 -2.360 0.221
H 1.222 -2.839 1.749 0.213
H -0.493 -2.527 2.224 0.205
H 1.456 -1.888 -0.448 0.006
H 0.527 -0.974 -2.205 0.197
H -1.170 -0.865 -2.612 0.239
H -1.189 0.451 1.077 0.348
H -0.604 0.957 2.418 0.346

---

Of them, version b has the lowest stability.

---

Version a
21
Properties=species:S:1:pos:R:3:nbo_charge:R:1 method="wB97M-V/def2-TZVPD" homo_lumo_gap_ev=9.96 homo_ev=-9.03
C -1.284 0.745 0.018 0.350
C 1.070 0.006 0.054 -0.085
C 0.083 1.034 0.579 -0.489
C -1.563 1.287 -1.356 -0.686
C 2.187 0.518 -0.813 -0.615
N -2.063 0.031 0.703 -0.637
C 0.920 -1.259 0.344 0.107
C 0.867 -2.557 0.381 -0.472
H -2.953 -0.200 0.265 0.338
H -1.143 -1.142 2.315 0.037
H 0.409 2.035 0.299 0.212
H 0.027 0.966 1.668 0.249
H -0.702 -1.464 2.904 -0.059
H -0.856 0.854 -2.062 0.229
H -1.426 2.373 -1.369 0.224
H -2.575 1.050 -1.679 0.218
H 2.813 -0.301 -1.159 0.225
H 1.788 1.037 -1.685 0.209
H 2.799 1.228 -0.254 0.214
H 1.299 -3.119 1.194 0.215
H 0.303 -3.122 -0.346 0.215

---

Version b
21
Properties=species:S:1:pos:R:3:nbo_charge:R:1 method="wB97M-V/def2-TZVPD" homo_lumo_gap_ev=8.81 homo_ev=-7.96
C -2.587 -1.008 0.920 -0.385
C -1.906 0.116 0.871 -0.290
C -1.261 0.773 -0.192 0.361
C 1.013 -0.079 -1.662 -0.646
C 1.622 1.159 0.373 -0.662
C 0.907 -1.247 0.624 -0.641
C 0.751 0.063 -0.201 0.009
N -1.621 1.699 -0.936 -0.642
H -3.053 -1.055 1.890 0.210
H -2.778 -1.680 0.075 0.211
H -1.862 0.703 1.805 0.221
H 2.031 0.102 -1.863 0.201
H 0.833 -1.146 -1.964 0.208
H 0.324 0.481 -2.292 0.207
H 1.094 1.804 1.071 0.227
H 2.243 1.576 -0.366 0.215
H 2.447 0.703 0.988 0.206
H 0.827 -1.003 1.671 0.211
H 0.175 -2.189 0.457 0.215
H 1.875 -1.648 0.498 0.208
H -1.076 1.876 -1.767 0.356

---

Of them, version b has the lowest stability.

---

Version a
21
Properties=species:S:1:pos:R:3:nbo_charge:R:1 method="wB97M-V/def2-TZVPD" homo_lumo_gap_ev=8.94 homo_ev=-7.88
C -3.195 -0.513 -1.322 -0.360
C -2.008 -0.634 -1.903 -0.231
C -0.733 -0.323 -1.221 0.140
N 0.363 -1.001 -1.768 -0.823
C -0.659 0.540 -0.186 -0.271
C 0.481 1.081 0.644 -0.448
C 1.463 -0.021 1.069 -0.385
C 2.192 0.373 2.409 -0.602
H -4.118 -0.671 -1.866 0.199
H -3.276 -0.196 -0.293 0.200
H -1.910 -0.727 -2.982 0.210
H 0.235 -1.980 -1.983 0.374
H 1.303 -0.855 -1.422 0.380
H -1.525 1.213 -0.251 0.197
H -0.022 1.710 1.374 0.221
H 1.146 1.770 0.103 0.204
H 0.903 -0.946 1.303 0.198
H 2.215 -0.261 0.330 0.186
H 2.495 1.410 2.249 0.197
H 3.128 -0.189 2.466 0.204
H 1.521 0.220 3.249 0.210

---

Version b
21
Properties=species:S:1:pos:R:3:nbo_charge:R:1 method="wB97M-V/def2-TZVPD" homo_lumo_gap_ev=6.44 homo_ev=-7.26
C -1.345 -1.052 -1.533 -0.610
C -1.729 0.337 -0.981 -0.387
C -1.001 0.851 0.287 -0.439
N -0.505 -1.592 1.444 -0.694
C 0.646 -0.723 1.162 -0.337
C 0.436 0.466 0.399 0.015
C 1.519 1.305 0.080 -0.234
C 2.869 1.031 0.203 -0.379
H -0.511 -1.379 -0.950 0.209
H -2.130 -1.800 -1.655 0.214
H -1.091 -0.891 -2.607 0.200
H -2.825 0.252 -0.781 0.203
H -1.718 1.083 -1.783 0.199
H -1.577 0.455 1.102 0.238
H -1.005 1.977 0.319 0.213
H -0.188 -2.255 2.155 0.330
H 0.780 -1.809 0.789 0.405
H 1.316 -0.554 2.021 0.246
H 1.378 2.397 0.069 0.209
H 3.251 0.066 0.500 0.195
H 3.430 1.837 -0.238 0.206

---

Of them, version b has the lowest stability.

---

Version a
13
Properties=species:S:1:pos:R:3:nbo_charge:R:1 method="wB97M-V/def2-TZVPD" homo_lumo_gap_ev=9.95 homo_ev=-9.92
C -1.967 0.366 -0.620 -0.610
C -0.796 -0.414 -0.082 -0.129
Cl -1.025 -2.172 -0.222 -0.014
C -0.056 0.067 1.174 -0.544
C 0.604 0.021 -0.130 0.613
O 1.614 0.129 -0.755 -0.494
H -1.759 1.432 -0.569 0.221
H -2.854 0.147 -0.030 0.227
H -2.162 0.095 -1.656 0.234
H -0.356 1.020 1.582 0.249
H 0.242 -0.645 1.931 0.260
Cl 4.871 -0.099 -0.135 -0.306
H 3.644 0.054 -0.489 0.294

---

Version b
13
Properties=species:S:1:pos:R:3:nbo_charge:R:1 method="wB97M-V/def2-TZVPD" homo_lumo_gap_ev=10.53 homo_ev=-10.09
C 0.970 -0.238 1.639 -0.707
C 0.316 0.267 0.337 0.560
O 1.034 0.872 -0.427 -0.517
C -1.147 0.050 -0.188 -0.289
Cl -1.403 -1.722 -0.523 -0.043
C -2.152 0.667 0.802 -0.403
Cl -3.875 0.394 0.325 -0.062
H 0.676 -1.408 1.843 0.235
H 0.614 0.386 2.477 0.235
H 2.008 -0.172 1.566 0.243
H -1.163 0.579 -1.277 0.264
H -2.078 0.030 1.698 0.235
H -2.019 1.771 0.781 0.249

---

Of them, version a has the lowest stability.

---

Version a
13
Properties=species:S:1:pos:R:3:nbo_charge:R:1 method="wB97M-V/def2-TZVPD" homo_lumo_gap_ev=10.21 homo_ev=-9.37
C -1.075 -1.327 0.738 -0.646
C -0.443 -0.360 -0.159 -0.264
C -1.184 0.501 -0.824 0.272
Cl -2.935 0.555 -0.710 -0.012
O -0.702 1.703 -1.223 -0.497
C 0.023 2.421 -0.425 -0.067
Cl -0.472 2.588 1.181 -0.041
H -1.625 -0.663 1.398 0.227
H -0.316 -1.642 1.496 0.211
H -1.566 -2.159 0.489 0.226
H 0.622 -0.566 -0.283 0.234
H 0.966 2.095 -0.299 0.160
H 0.151 3.372 -0.904 0.197

---

Version b
13
Properties=species:S:1:pos:R:3:nbo_charge:R:1 method="wB97M-V/def2-TZVPD" homo_lumo_gap_ev=7.72 homo_ev=-8.68
C 0.115 0.546 -0.956 -0.370
C 3.009 -0.813 -0.690 -0.155
C 0.574 -0.516 -0.108 -0.501
C -0.042 1.787 -0.640 0.202
O 0.155 2.292 0.595 -0.668
Cl 3.570 -1.859 0.559 0.016
Cl 3.568 0.804 -0.285 -0.005
H 0.743 -0.432 1.015 0.204
H 1.642 -0.717 -0.455 0.150
H 0.017 -1.473 -0.096 0.238
H -0.339 2.644 -1.261 0.193
H -0.103 0.364 -1.960 0.226
H 0.245 1.554 1.185 0.471

---

Of them, version b has the lowest stability.